219
Properties=species:S:1:pos:R:3 method="wB97M-V/def2-TZVPD" e_homo_ha=-0.780 charge=+8
O 4.94008 1.36531 0.99808
O 4.63879 -3.34296 -3.18689
O -3.30635 -1.13202 2.96978
O 1.57032 -2.14390 -6.44182
O -1.68785 0.66611 -4.16029
O 6.66304 -5.25924 3.14663
O -1.91388 -1.04685 -5.29751
O 3.41845 1.05423 -4.51109
O -2.45920 -1.67712 1.11762
O -1.49990 3.95241 0.31445
O -2.07722 3.75318 2.30438
O 5.06603 3.47260 1.23157
O 1.09436 -0.30854 -1.13736
O -2.70773 -0.98147 -3.35430
O -0.13128 3.41144 1.75504
O -1.10378 -0.87516 8.38227
O 3.69567 2.22281 2.41741
O -1.28248 -5.54748 3.17937
O -1.16868 -1.05688 2.59903
O 0.09468 2.14499 5.47030
N -0.41798 -0.80964 -7.87829
N -8.03491 5.92843 -2.71755
N 4.83803 3.37083 -1.98950
N -1.24909 3.74624 1.49229
N -2.34598 -1.32390 2.27981
N -2.10717 -0.46534 -4.25904
N 4.54860 2.36572 1.52940
N -10.03322 3.36177 0.46716
N -2.67768 3.27079 5.05794
N -1.45453 3.64268 -4.18509
N 8.45407 -3.74480 -3.32208
N 7.79411 -2.55989 2.96308
N 1.18635 0.57635 1.74252
N -3.30462 1.35447 -0.42405
N 1.60076 -1.83172 7.10628
N -3.16546 -4.60902 1.27695
C -1.19855 -4.68967 4.33655
C -2.53014 3.39128 -5.02137
C -1.90598 0.97865 -0.75248
C -2.68286 0.80058 5.67406
C 2.62510 2.32565 -1.96379
C 1.41311 -1.20060 -0.11611
C 7.15228 -3.06824 -3.78797
C 2.35607 -2.95288 6.30600
C -1.81636 -5.22676 0.80597
C -6.55162 4.19698 -3.39538
C 0.02976 -1.41223 9.12212
C 0.77286 -1.03565 6.04306
C -4.13543 1.35934 -1.46108
C 1.82926 -1.87366 -7.78086
C 5.99626 -3.27379 -2.77148
C 1.50960 0.55252 -7.15950
C -2.88676 4.70023 -2.65291
C -7.78144 3.34687 1.17539
C -0.12051 3.33684 -4.53491
C -0.74380 -4.97759 1.92657
C 4.08534 2.11830 -2.44230
C -3.74657 3.94560 -4.72472
C 0.86589 -1.03221 -2.35721
C -7.39622 2.49967 0.14640
C -7.86027 4.71300 -3.23914
C -11.40077 3.89640 0.55605
C 2.26972 -3.23565 -5.90748
C -5.40197 4.95465 -3.10043
C 6.37639 -4.47181 1.99758
C -5.07379 1.76740 1.09168
C 6.04121 -2.06827 1.03210
C -8.39153 2.06609 -0.72238
C 3.76072 -0.24033 -4.03424
C 2.70305 -0.92732 7.66094
C 2.01933 -0.56419 1.17220
C -9.74900 2.54146 -0.57755
C 6.46083 -2.95883 2.27930
C -9.36107 6.42294 -2.37616
C -9.10141 3.71428 1.38289
C 4.27160 2.06064 -3.97746
C -5.95570 2.00901 0.05852
C -6.97040 6.69085 -2.34681
C -5.65582 6.26445 -2.66493
C -2.24172 2.26211 6.08457
C -3.99898 4.51138 -3.49417
C 2.33244 -1.59741 2.30645
C -1.36973 -4.67886 -0.58495
C 3.85286 -4.23149 -2.41845
C -3.71235 1.64698 0.86114
C -1.62736 4.28469 -3.01548
C 1.08450 -0.59248 -8.08459
C 0.73685 3.28066 4.85077
C -0.72526 2.52780 6.52422
C 6.86018 -3.69629 -5.21166
C 6.42493 -6.67231 3.05548
C -5.42960 1.72500 -1.23827
C 0.65159 -2.41044 8.19528
H -3.74856 0.64563 5.50551
H -1.43652 1.69501 -1.42667
H 7.47790 -2.04938 -3.99772
H 6.15964 -4.11250 -2.09476
H 1.10335 0.35439 -6.16763
H 2.01148 -2.09123 -0.30803
H -0.16368 -4.49726 4.61965
H 6.94652 -7.16289 2.23366
H -1.14304 -0.17078 -8.17199
H 1.70539 -1.67808 -2.61448
H -3.04351 -3.61254 1.38757
H 0.91979 1.22793 1.01831
H -0.73093 4.56997 -2.48496
H -3.83617 -4.81457 0.55032
H 3.28024 -2.83670 -5.81926
H 2.09239 1.57577 -2.54859
H -4.55666 3.76558 -5.41591
H 3.44354 -0.47614 -3.01842
H -4.90188 7.02959 -2.55291
H 2.57418 -2.53349 1.80306
H -3.21583 5.19933 -1.75346
H 2.57816 0.60232 -6.95014
H 4.98202 -2.25560 0.85570
H 4.44152 1.27681 -1.84804
H -7.05016 3.66817 1.90230
H -2.14172 0.40962 4.81243
H 2.87971 -0.00395 0.80617
H -0.45934 1.98762 7.43285
H -1.62799 -3.72114 4.08036
H -2.50529 4.23875 5.28909
H -10.57617 2.23937 -1.20279
H 8.53961 -2.38547 2.30437
H 0.67029 -0.55448 9.32725
H 9.15329 -3.32558 -3.91826
H 2.15374 3.27740 -2.20895
H 3.37562 -1.45670 8.33585
H 5.81981 3.52167 -2.17243
H -1.86400 -0.08831 -0.97141
H 1.55607 -2.59810 -8.54809
H 1.86044 -3.34099 -4.90274
H -0.19448 -1.78832 10.12030
H 8.45134 -4.74158 -3.48489
H -0.55927 3.53607 6.90363
H 6.59712 -2.29530 0.12241
H 0.68604 -0.31063 -3.15411
H -5.45842 1.75399 2.10079
H 1.76848 1.11996 2.36358
H -2.90273 1.71523 1.57265
H 5.64766 -3.03199 3.00146
H -12.16064 3.13574 0.73512
H 6.09089 -2.46877 -2.04270
H 5.27660 1.88570 -4.36147
H -1.84129 -6.31244 0.71230
H -6.09924 1.76024 -2.08487
H 0.36690 0.24552 2.23157
H 4.03832 -3.84224 -1.41735
H -2.15287 3.24952 4.19526
H 5.34956 -6.83302 2.97899
H -0.48354 -5.29245 -0.74708
H -9.37438 4.38163 2.18697
H 5.97811 -3.31628 -5.72707
H 1.04810 1.51644 -7.37389
H 2.93012 -2.52778 5.48268
H -3.65519 3.12459 4.85008
H 1.26031 -0.34995 -9.13262
H 8.69956 -3.49742 -2.37411
H 5.95596 -1.00352 1.24925
H 2.29293 2.06051 -0.96006
H -0.05441 3.14076 -5.60509
H 1.52785 -1.98797 2.92950
H -8.70632 4.18897 -3.65865
H 2.89615 -1.81368 -7.99590
H 0.07220 -1.77825 -2.31754
H 1.52668 -3.60444 6.03089
H -2.39741 0.05131 6.41245
H 4.66372 3.69267 -1.04815
H 2.12974 -4.20374 -6.38843
H -3.75022 1.25869 -2.46501
H -11.53682 4.43536 1.49366
H 0.00780 3.91434 4.34574
H -6.48382 3.20437 -3.81552
H 3.28544 -0.54364 6.82327
H 3.98348 3.03523 -4.37150
H -1.29848 1.08937 0.14575
H 4.30932 4.07562 -2.48330
H -9.31148 7.30488 -1.73756
H 2.28055 -0.02427 8.10152
H 5.45152 -4.78619 1.51395
H -0.69780 -1.63616 -8.38687
H 0.48326 -0.06984 6.45711
H 8.14030 -3.30816 3.54646
H 0.45494 4.22788 -4.28387
H 6.82786 -7.07748 3.98369
H -1.77988 -5.04285 5.18827
H 0.27372 2.48134 -3.98647
H 4.15517 -5.27146 -2.54159
H -0.48899 -1.07537 -6.90646
H 1.38095 3.85132 5.51978
H 1.45001 -0.78101 5.22776
H -1.54968 -0.14696 8.82099
H -9.73993 6.84207 -3.30832
H -0.99018 -3.65889 -0.64572
H -0.52114 -3.91327 2.00234
H 0.21059 -5.43894 1.67282
H -2.16911 -4.89517 -1.29366
H -3.36906 -4.92103 2.21573
H 3.04866 -1.18092 3.01474
H -0.01268 -3.05134 7.61556
H -9.91251 5.55404 -2.01695
H 3.11425 -0.90549 -4.60673
H -2.33099 2.96869 -5.99511
H -2.70858 2.62157 7.00159
H 7.65038 -1.83859 3.65529
H 4.71104 -0.70426 -4.29836
H 7.68191 -3.40320 -5.86509
H -7.15717 7.59795 -1.79122
H 6.64322 -4.76361 -5.25456
H -11.68771 4.46790 -0.32665
H 2.77394 -4.27462 -2.56736
H 7.16051 -4.69045 1.27270
H 1.41302 2.94943 4.06261
H 1.17055 -3.19860 8.74080
H 0.39393 -1.52610 0.09225
H -8.21026 1.28945 -1.45065
H 3.00135 -3.34551 7.09186
H -0.12164 -1.52203 5.65398

9
Properties=species:S:1:pos:R:3 method="wB97M-V/def2-TZVPD" e_above_lowest_ev=0.9619 e_homo_ha=-0.346 smiles=F[C@@H](Cl)CS charge=0
Cl -0.93897 0.52671 -2.08002
S -1.20003 -0.87065 1.35237
F 0.97982 -1.19869 -1.43540
C 0.32517 -0.12917 -1.04174
C 0.09567 -0.02472 0.51844
H -1.50102 0.31481 2.03439
H 1.00699 0.70018 -1.03560
H 1.15148 -0.33165 0.85648
H 0.08088 1.01318 0.83107

42
Properties=species:S:1:pos:R:3 method="wB97M-V/def2-TZVPD" e_homo_ha=-0.383 smiles="CC(=O)OC[C@H](O[C@@H](F)N=C=O)[C@H](O[C@@H](Br)C[C@@H](C)Cl)S(C)(=O)=O" charge=0
Br -2.03423 2.52705 -1.42626
Cl -3.45054 1.51413 1.69298
S 1.53180 0.30560 -2.82430
F 0.05722 2.90712 1.37472
O 1.21773 0.98548 1.21167
O 1.43573 -1.11994 -2.91340
O 1.01839 -1.79954 0.07478
O -0.45395 0.19442 -1.20136
O 0.79206 0.90645 -3.89324
O 0.63926 1.64448 4.51042
O 2.37357 -3.52064 0.51161
N 1.89637 2.58599 2.71038
C 1.70413 0.54295 -0.05840
C 3.24359 0.81203 -2.89283
C 0.21612 -3.57449 1.52248
C -4.69124 -0.73273 0.78956
C 1.28906 2.33882 1.40621
C 0.75259 0.85490 -1.23382
C 2.12096 -0.90588 0.09698
C -3.87308 0.47484 0.29463
C 1.32134 -2.98627 0.67688
C -2.65502 -0.06166 -0.47174
C -1.46664 0.89109 -0.52159
C 1.22785 2.16041 3.64515
H -5.75847 -0.54052 0.76246
H -0.43217 -2.78015 1.87741
H -4.36029 -1.07378 1.76529
H 0.69066 -4.08198 2.35285
H 2.90709 -1.15896 -0.61074
H -2.36547 -1.05497 -0.13618
H 2.62674 1.10063 -0.25592
H -4.49930 -1.55129 0.09450
H 2.58846 -0.98225 1.08093
H 1.89760 2.86327 0.67281
H 3.63863 0.41783 -3.82357
H 3.82168 0.40326 -2.07248
H -2.97081 -0.16843 -1.51121
H -1.13511 1.07198 0.49507
H -4.50870 1.01458 -0.39622
H -0.32655 -4.26613 0.88511
H 0.67990 1.94455 -1.32530
H 3.29307 1.89774 -2.93631

15
Properties=species:S:1:pos:R:3 method="wB97M-V/def2-TZVPD" e_above_lowest_ev=5.4103 e_homo_ha=-0.265 charge=0
O -0.84001 0.95611 0.02892
N 1.59062 -0.30300 -1.06465
C -1.64459 0.38052 -1.03294
C 1.38983 0.22860 0.27808
C -0.42197 -0.67311 1.90808
C 0.15635 -0.06945 0.88202
H -2.33568 -0.32963 -0.58279
H -0.99027 -0.11518 -1.74939
H 0.16995 1.32721 -0.20721
H -1.40524 -0.39747 2.26404
H 0.12589 -1.42337 2.46109
H -2.19904 1.19510 -1.49534
H 1.86320 -1.28210 -1.06222
H 2.29057 0.22134 -1.57173
H 2.25037 0.28444 0.94404

22
Properties=species:S:1:pos:R:3 method="wB97M-V/def2-TZVPD" e_above_lowest_ev=2.9784 e_homo_ha=-0.450 charge=+1
Cl -2.36676 -0.37788 -2.80575
S 4.19077 -0.02659 0.79129
N -2.17876 0.38636 0.10962
N 2.16520 1.07239 -0.20628
C 3.41834 1.21684 -0.20896
C -0.93838 0.69627 -0.68023
C 0.30041 -0.08385 0.77985
C 1.66260 0.14896 0.57412
C -2.07124 -0.81151 0.92192
C -0.63590 -0.75444 1.40641
C 2.63606 -0.52650 1.27446
C -0.73004 -0.01264 -2.03372
H -0.08160 -0.95852 -2.09881
H 2.45627 -1.35679 1.91517
H -0.49563 -1.55847 2.25969
H -2.95416 0.15914 -0.61204
H 3.95263 1.86120 -0.82112
H -2.52375 1.27612 0.63719
H -2.69625 -0.89462 1.79020
H -2.14760 -1.75744 0.43655
H -0.80107 1.72662 -0.59890
H -0.16114 0.57534 -2.83066

11
Properties=species:S:1:pos:R:3 method="wB97M-V/def2-TZVPD" e_above_lowest_ev=3.5235 e_homo_ha=-0.373 smiles="O=CN=C1N=CC=N1" charge=0
O 2.84703 0.37078 -0.72037
N -0.70576 1.20984 0.21247
N -1.24421 -1.27767 -0.23248
N 0.92755 -0.62807 0.43938
C 2.32577 -0.12593 0.35540
C -2.24000 -0.48789 -0.18916
C -0.20538 -0.19187 0.09730
C -1.98569 0.96644 -0.03204
H -2.49273 1.84708 0.20762
H -3.41406 -0.66485 -0.27484
H 2.91941 -0.24163 1.50548

51
Properties=species:S:1:pos:R:3 method="wB97M-V/def2-TZVPD" e_above_lowest_ev=7.5229 e_homo_ha=-0.293 smiles="C/C=C(N)/C=C/C.O.O.O.O.O.O.O.O.O.O.O" charge=0
O 1.32639 0.89574 -3.62707
O -3.79069 3.02679 -1.19439
O 3.49236 1.10366 -1.80171
O -4.17296 0.83294 -2.96726
O 4.82106 -0.76944 1.16289
O -2.73068 -1.34800 1.48682
O -2.01302 0.95388 3.18141
O -2.78201 2.25598 1.07668
O 3.50111 -2.53971 -1.69510
O -1.21144 1.77178 -2.14055
O -0.67951 0.93519 -5.32749
N 0.62683 -1.78771 3.62341
C 0.46087 -1.98120 0.33511
C -0.44150 -2.94276 -0.39917
C 0.09084 -1.55716 1.49301
C 0.93553 -0.88021 2.62637
C 2.20505 0.84589 3.78644
C 1.66948 0.21969 2.56211
H -2.60816 -0.94619 2.37484
H 0.81879 -1.85512 4.60302
H 0.31103 -2.71383 3.27368
H -0.50984 -2.76622 -1.52004
H 2.63962 -2.25303 -1.26487
H 1.31057 -1.96437 -0.03547
H -2.95392 3.35213 -1.50907
H -1.59613 0.73201 -5.10909
H 1.08651 1.34799 -2.80716
H 2.34887 1.88842 3.70688
H -1.40555 0.87637 -2.50147
H -1.47819 -2.84035 -0.08687
H -0.13078 -4.04779 -0.18973
H -3.82075 0.00802 -2.60363
H 4.24012 1.71484 -1.74826
H -1.99376 2.26446 -2.32807
H -1.40982 0.86984 2.56169
H -0.93566 -1.61671 1.71003
H -4.07490 2.37382 -1.80037
H -2.74127 1.41523 2.65989
H 3.21194 0.46601 4.16582
H -4.67183 0.40558 -3.59035
H 3.11354 -2.92738 -2.45431
H 2.26226 1.06468 -3.55946
H -1.90811 2.49226 0.76855
H 3.80871 0.16957 -1.64789
H 4.13164 -1.40419 1.51022
H 1.93734 0.53579 1.69299
H -2.76509 -0.48617 1.03504
H -0.42644 1.27368 -4.51537
H 4.72524 -0.00491 1.72755
H 1.60394 0.74729 4.63128
H -3.42761 2.79294 0.66847

69
Properties=species:S:1:pos:R:3 method="wB97M-V/def2-TZVPD" s_squared=0.761 e_above_lowest_ev=0.8671 e_homo_ha="-0.282 / -0.287" spin_multiplicity=2 charge=0
Ru 0.18535 -0.73090 2.08540
S 2.20506 -0.82726 1.07023
S -1.47447 -0.73461 0.53663
S 0.02155 1.43857 2.85422
O -0.57249 1.64752 -1.03393
O -2.19403 3.12902 -1.49147
N -0.85103 3.47526 1.28846
N -2.28971 -2.96312 -0.67321
N -0.70492 -3.35425 0.88924
N 1.24895 -1.42823 3.76091
N 1.94569 0.09423 -1.48151
N -0.52270 0.97761 -3.76814
N 1.30673 3.23731 1.21100
N 2.64588 1.63529 -0.11062
N 0.02624 -2.77412 1.87196
C 2.64750 -1.25854 5.67274
C -1.45745 -2.47491 0.25479
C 0.18138 2.72836 1.70753
C 1.35822 -2.77461 3.78720
C -2.51820 -1.55147 -2.70924
C 0.97117 4.33524 0.45510
C -1.39017 2.21724 -1.78353
C -2.72455 1.68878 -5.30484
C 0.64292 -3.51144 2.73432
C 0.63716 -5.00321 2.71248
C -2.60194 2.12000 -3.99892
C 2.75367 -2.63812 5.72496
C 2.21235 0.37261 -0.18941
C -0.64085 0.58486 -5.03732
C 2.21196 1.20097 -2.23414
C 2.10429 -3.40541 4.77269
C 2.65511 2.15074 -1.37931
C -2.25007 3.15404 1.51434
C 1.39512 -1.14650 -1.99314
C -1.71624 0.90280 -5.84710
C 1.88563 -0.68868 4.66829
C -1.48514 1.74312 -3.25142
C -0.37419 4.48044 0.49191
C -3.19864 -2.18124 -1.50546
B 2.72203 2.56365 1.16499
H -3.65471 -1.41072 -0.88347
H 3.34546 -3.11482 6.49492
H -3.24902 -1.02045 -3.32107
H 3.54322 3.41546 0.93808
H 1.77790 0.38314 4.55672
H 3.15089 -0.62360 6.38707
H -3.33827 2.74858 -3.52005
H 0.90626 -0.91441 -2.93568
H 0.21876 -5.39929 3.64012
H -2.85119 3.86840 0.96270
H 0.17065 -0.02468 -5.42698
H -3.58786 1.96401 -5.89846
H -2.44826 2.16562 1.10561
H -2.04134 -2.31282 -3.33113
H -2.46263 3.18570 2.58140
H 2.93286 1.91497 2.14907
H -1.03877 5.16452 -0.00093
H 1.99744 1.23011 -3.28492
H -3.99708 -2.85695 -1.81235
H 1.65533 -5.38529 2.61350
H -1.75825 0.54788 -6.86818
H 0.04443 -5.35460 1.87490
H -1.75845 -0.83548 -2.39622
H 2.94202 3.16851 -1.56873
H 2.17872 -1.89161 -2.12414
H 1.72597 4.91636 -0.04185
H 0.65047 -1.51802 -1.29483
H 2.17727 -4.48297 4.78405
H -2.22897 -3.95859 -0.81583

24
Properties=species:S:1:pos:R:3 method="wB97M-V/def2-TZVPD" e_above_lowest_ev=1.7359 e_homo_ha=-0.691 charge=+2
S 0.58728 -0.37767 3.25621
N -0.09759 0.13215 2.08437
N -0.76477 0.28143 -1.58297
C 2.27282 -0.99087 2.80417
C 0.55539 -0.37401 -1.64522
C 0.31335 0.37300 0.61422
C 1.22087 -0.42657 -0.51579
C -2.03937 -0.55909 0.39163
C -1.05716 0.51563 -0.09113
C -0.77757 1.41365 -2.58413
H -2.86970 -0.64021 -0.30337
H -1.47989 -0.38853 -1.85488
H -1.50810 -1.48225 0.13301
H 1.02886 -0.64332 -2.50483
H 2.30468 -1.97032 2.32783
H -0.29585 2.20882 -2.11188
H -0.34247 0.92114 -3.43962
H 2.69203 -0.17616 2.17423
H 0.89906 1.27779 0.82741
H 2.18992 -0.89343 -0.32457
H 2.75732 -0.91795 3.79433
H -1.75409 1.69310 -2.93564
H -1.58912 1.45375 0.01223
H -2.24588 -0.43010 1.47436

10
Properties=species:S:1:pos:R:3 method="wB97M-V/def2-TZVPD" e_above_lowest_ev=1.5820 e_homo_ha=-0.351 smiles="N/N=C/[C@H](F)Cl" charge=0
Cl 1.83641 0.97223 1.93202
F 1.91908 -1.31637 0.84237
N -1.62891 0.34132 -1.08382
N -0.31575 0.25523 -0.77405
C 1.34969 -0.09648 0.63324
C -0.09999 -0.18580 0.43414
H -1.81228 0.50018 -2.12371
H -0.89442 -0.40052 1.14737
H 1.76080 0.36094 -0.21099
H -2.11463 -0.43074 -0.79656

13
Properties=species:S:1:pos:R:3 method="wB97M-V/def2-TZVPD" e_above_lowest_ev=1.3825 e_homo_ha=-0.370 smiles="NC(=O)NCC=O" charge=0
O -0.25461 0.53679 2.51940
O 0.56836 0.10802 -2.52452
N -0.61004 -0.70230 0.65536
N 0.95006 1.08258 0.63684
C -0.81148 -0.74033 -0.77371
C -0.02415 0.36255 1.34786
C 0.34637 -0.78927 -1.76297
H 1.58432 1.43085 1.32827
H -1.37515 0.12126 -1.16773
H -1.42305 -0.99124 1.18029
H 1.39439 0.51825 -0.06863
H 0.90119 -1.74519 -1.84565
H -1.44269 -1.59517 -1.00855

14
Properties=species:S:1:pos:R:3 method="wB97M-V/def2-TZVPD" e_above_lowest_ev=4.9834 e_homo_ha=-0.534 smiles="C/C=[N+]1C=C/1C" charge=+1
N -0.26530 1.06347 0.05710
C 1.09963 1.25368 0.09749
C -1.22869 0.04229 -0.07124
C -1.98674 1.12401 0.13652
C 1.96343 0.06140 0.16462
C -1.24449 -1.40331 -0.10662
H 1.50907 2.19656 -0.08918
H -0.61586 -1.83108 -0.87371
H 1.91641 -0.55380 -0.72392
H 1.68955 -0.61874 0.88399
H 2.98124 0.37853 0.26343
H -2.30306 -1.78510 -0.28895
H -2.77823 1.78914 -0.15997
H -0.73695 -1.71706 0.71044